# 1
ORCA calculation (the ωB97M-V functional and the def2-TZVPD basis) on C29H33FHfN10O3S2 as an isolated structure.

Element x y z (Å)
Hf (-0.9812, -2.4987, -1.6355)
C (-5.3676, -5.7727, -2.3682)
C (-4.6476, -5.3210, -1.1533)
N (-4.9407, -5.6068, 0.0723)
N (-4.0023, -4.9581, 0.8268)
C (-3.1283, -4.2707, 0.1127)
S (-1.8515, -3.2855, 0.6908)
N (-3.5262, -4.4944, -1.1673)
N (-2.8913, -3.9429, -2.2926)
H (-6.1838, -6.4202, -2.0562)
H (-4.7147, -6.3403, -3.0332)
H (-5.7897, -4.9229, -2.9077)
H (-4.0421, -5.0253, 1.8348)
H (-3.5674, -3.3624, -2.7909)
H (-2.6281, -4.7140, -2.9066)
C (1.0085, -6.3208, 0.8169)
N (1.6665, -5.1348, 0.2385)
C (2.8154, -4.5374, 0.7291)
C (3.1197, -3.5095, -0.0867)
N (2.1448, -3.4801, -1.0774)
C (1.2708, -4.4996, -0.8644)
S (-0.0778, -4.9193, -1.8509)
C (2.2382, -2.7583, -2.3054)
C (3.4619, -2.6420, -2.9257)
C (3.5151, -1.9978, -4.1534)
C (2.3387, -1.5179, -4.7043)
C (1.1587, -1.6759, -4.0050)
N (1.0908, -2.2814, -2.8012)
H (1.4154, -6.4715, 1.8117)
H (1.2108, -7.1868, 0.1919)
H (-0.0585, -6.1244, 0.8754)
H (3.3054, -4.9028, 1.6154)
H (3.9216, -2.7935, -0.0527)
H (4.3422, -3.0879, -2.4843)
H (4.4563, -1.9010, -4.6784)
H (2.3179, -1.0311, -5.6688)
H (0.2323, -1.3013, -4.4113)
F (2.5921, 1.5578, 2.9242)
C (1.6337, 1.9122, 2.0610)
C (1.1144, 0.9532, 1.2623)
C (0.0848, 1.2682, 0.3498)
C (-0.5061, 0.3047, -0.4954)
O (-0.1438, -0.9704, -0.4991)
C (-1.5307, 0.7251, -1.3576)
C (-1.9301, 2.0366, -1.3937)
N (-1.3807, 2.9498, -0.5915)
C (-1.8238, 4.3455, -0.7042)
C (-2.6481, 4.9473, 0.3955)
C (-3.2723, 4.6408, -0.9322)
C (-0.3660, 2.6048, 0.2968)
C (0.1999, 3.5859, 1.1242)
C (1.1946, 3.2785, 2.0480)
N (1.7347, 4.2160, 2.9027)
C (2.8995, 3.9492, 3.7689)
C (3.3206, 5.2069, 4.5145)
N (3.3300, 6.3870, 3.5786)
C (1.9451, 6.6608, 2.9905)
C (1.0441, 5.4597, 3.2294)
C (-2.1035, -0.4575, -2.0523)
O (-1.4815, -0.9859, -3.0518)
O (-2.8024, -1.2470, -1.3699)
H (1.4857, -0.0576, 1.3558)
H (-2.7016, 2.3974, -2.0588)
H (-1.0860, 4.9561, -1.2088)
H (-2.4548, 5.9792, 0.6537)
H (-2.9270, 4.3004, 1.2169)
H (-3.4941, 5.4524, -1.6096)
H (-3.9842, 3.8271, -0.9481)
H (-0.1549, 4.5944, 1.0171)
H (3.7315, 3.5898, 3.1643)
H (2.6906, 3.1940, 4.5280)
H (4.3249, 5.0922, 4.9170)
H (2.6541, 5.4736, 5.3308)
H (4.0013, 6.2231, 2.8269)
H (3.6680, 7.2152, 4.0728)
H (2.0976, 6.8645, 1.9334)
H (1.5621, 7.5558, 3.4758)
H (0.1499, 5.5931, 2.6332)
H (0.7002, 5.4310, 4.2662)

Summary:
HOMO energy = -17.8 eV
LUMO energy = -0.372 Ha
frontier orbital gap = 7.685 eV
total charge = +4
ΔE to the lowest compared entry with this formula, charge and spin = 0.0 kcal/mol

Mulliken population analysis, charges in e, atoms 1 to 6: Hf 0.439; C -1.292; C 0.917; N -0.672; N 0.249; C 0.380



# 2
ORCA calculation (the ωB97M-V functional and the def2-TZVPD basis) on C29H33GdN3O as an isolated structure.

Element x y z (Å)
Gd (0.4339, 0.2361, -0.4977)
N (-0.1821, 2.4215, -0.5194)
N (-2.8327, 1.0761, -0.8405)
C (0.6057, -1.8173, 1.0263)
C (-0.2041, -0.9123, 1.7875)
C (0.5897, 0.2214, 2.1158)
C (0.1413, 1.3886, 2.9328)
H (-0.8963, 1.2616, 3.2510)
H (0.2047, 2.3272, 2.3673)
H (0.7552, 1.5040, 3.8378)
C (1.9049, 0.0127, 1.5976)
C (3.0363, 0.9850, 1.7132)
H (3.6631, 0.7833, 2.5930)
H (2.6576, 2.0082, 1.8156)
H (3.6837, 0.9454, 0.8313)
C (1.9255, -1.2494, 0.9235)
C (3.0453, -1.7899, 0.0956)
H (3.4683, -1.0109, -0.5516)
H (2.6930, -2.6010, -0.5475)
H (3.8745, -2.1853, 0.6993)
C (-1.6172, -1.1187, 2.2197)
H (-1.7401, -0.8838, 3.2860)
H (-1.9249, -2.1530, 2.0627)
H (-2.3131, -0.4717, 1.6713)
C (0.1319, -3.0604, 0.3475)
H (0.1910, -3.0011, -0.7525)
H (-0.9204, -3.2547, 0.5774)
H (0.7231, -3.9366, 0.6515)
C (0.8833, 3.2553, -0.7833)
H (1.8895, 2.8321, -0.5917)
C (0.6753, 4.5446, -1.2747)
H (1.5472, 5.1482, -1.4865)
C (-0.6087, 5.0512, -1.5146)
H (-0.7708, 6.0123, -1.9732)
C (-1.6553, 4.2785, -1.0757)
H (-2.6786, 4.5803, -1.1792)
C (-1.4413, 3.0105, -0.5054)
C (-2.5694, 2.2213, -0.1092)
H (-3.0744, 2.4003, 0.8507)
C (-1.8647, 0.0714, -1.1391)
C (-4.0469, 0.7707, -1.4734)
H (-4.8542, 1.4718, -1.5036)
C (-3.9349, -0.4495, -1.9736)
H (-4.6555, -1.0778, -2.4557)
N (-2.6577, -0.9122, -1.6976)
C (-2.4076, -2.2987, -1.8990)
C (-3.1663, -3.2197, -1.1434)
C (-3.0489, -4.5842, -1.4349)
H (-3.6588, -5.2795, -0.8516)
C (-2.2299, -5.0392, -2.4709)
C (-2.0753, -6.5143, -2.7370)
H (-1.0595, -6.8511, -2.4859)
H (-2.2372, -6.7449, -3.7970)
H (-2.7832, -7.1049, -2.1434)
C (-1.5286, -4.1041, -3.2311)
H (-0.9482, -4.4485, -4.0872)
C (-1.6090, -2.7270, -2.9718)
C (-0.9708, -1.7785, -3.9331)
H (-1.6948, -1.0976, -4.3926)
H (-0.5384, -2.3690, -4.7473)
H (-0.1596, -1.1783, -3.5044)
C (-4.1528, -2.8076, -0.0887)
H (-5.0739, -2.3849, -0.5232)
H (-3.7475, -2.1109, 0.6622)
H (-4.4596, -3.7202, 0.4450)
O (2.2501, 0.8941, -3.8916)
C (1.9091, 0.5987, -2.8346)

Summary:
<S²> = 16.11
2S+1 = 8
HOMO energy (alpha / beta) = -0.8 / -4.9 eV
LUMO energy (alpha / beta) = 0.096 / 0.094 Ha
frontier orbital gap (alpha / beta) = 3.372 / 7.508 eV
total charge = -1

Mulliken population analysis, charges in e, atoms 1 to 6: Gd -0.268; N 0.308; N 0.778; C 0.864; C 0.709; C 0.798



# 3
ORCA calculation (the ωB97M-V functional and the def2-TZVPD basis) on a 2-piece molecular cluster, C29H33N3O2 overall.

Element x y z (Å)
C (3.3749, -2.9213, -3.7257)
C (2.2329, -1.9379, -3.4733)
N (1.0957, -2.4988, -2.9624)
C (-0.0809, -1.9814, -3.4273)
C (-1.1203, -3.0225, -3.7983)
O (-0.3987, -0.7791, -3.5359)
O (2.4199, -0.7446, -3.7312)
H (3.0105, -3.9523, -3.7912)
H (3.8749, -2.6469, -4.6586)
H (4.1190, -2.8333, -2.9255)
H (-0.6467, -4.0105, -3.9119)
H (-1.9034, -3.0597, -3.0231)
H (-1.5965, -2.7103, -4.7360)
C (1.8082, 6.4911, 2.7540)
N (2.4196, 5.1883, 2.9348)
C (3.7340, 5.2615, 3.5370)
C (1.8597, 4.0185, 2.5146)
C (2.4262, 2.7564, 2.8564)
C (1.8978, 1.5687, 2.3729)
C (0.7362, 1.5665, 1.5530)
C (0.2078, 0.3830, 0.9160)
C (1.0348, -0.7303, 0.6876)
C (0.6123, -1.9420, 0.1777)
C (1.3537, -3.1608, 0.3044)
C (0.7193, -4.3778, -0.0490)
C (1.3953, -5.5840, 0.0450)
C (2.7187, -5.6120, 0.5199)
C (3.3496, -4.4212, 0.9095)
C (2.6751, -3.2048, 0.8280)
C (-1.2003, 0.3653, 0.4899)
C (-1.5554, -0.0085, -0.8113)
C (-2.8687, 0.0363, -1.2531)
C (-3.9197, 0.3707, -0.3642)
N (-5.2183, 0.3861, -0.7933)
C (-6.3387, 0.2768, 0.1226)
C (-5.5449, 0.4839, -2.2050)
C (-3.5737, 0.7113, 0.9734)
C (-2.2452, 0.7617, 1.3617)
C (0.1255, 2.8216, 1.2968)
C (0.6837, 4.0118, 1.7176)
H (0.7153, 6.4447, 2.7532)
H (2.1376, 7.1364, 3.5793)
H (2.1513, 6.9682, 1.8229)
H (4.3433, 4.3917, 3.2813)
H (4.2335, 6.1702, 3.1725)
H (3.6629, 5.3495, 4.6323)
H (3.2872, 2.7278, 3.5236)
H (2.3642, 0.6220, 2.6621)
H (2.0845, -0.6333, 0.9592)
H (-0.3921, -2.0358, -0.2242)
H (-0.3233, -4.3369, -0.3794)
H (0.8862, -6.5076, -0.2355)
H (3.2519, -6.5606, 0.5815)
H (4.3706, -4.4461, 1.2962)
H (3.1552, -2.2927, 1.1875)
H (-0.7721, -0.2857, -1.5226)
H (-3.0847, -0.1970, -2.2951)
H (-6.0046, -0.1440, 1.0796)
H (-6.8108, 1.2536, 0.3165)
H (-7.1062, -0.3842, -0.3026)
H (-4.7079, 0.9288, -2.7537)
H (-5.7650, -0.5051, -2.6388)
H (-6.4300, 1.1218, -2.3476)
H (-4.3588, 0.9935, 1.6748)
H (-1.9974, 1.1073, 2.3684)
H (-0.7909, 2.8456, 0.7025)
H (0.2264, 4.9483, 1.4094)

Summary:
HOMO energy = -6.4 eV
LUMO energy = -0.073 Ha
frontier orbital gap = 4.447 eV
ΔE to the lowest compared entry with this formula, charge and spin = 55.5 kcal/mol

natural (NBO) population analysis, charges in e, atoms 1 to 6: C -0.700; C 0.653; N -0.802; C 0.663; C -0.706; O -0.684



# 4
ORCA calculation (the ωB97M-V functional and the def2-TZVPD basis) on C29H33N3O8 as an isolated structure.

Element x y z (Å)
C (-1.6141, -3.7117, -3.3238)
H (-0.6446, -3.2418, -3.8775)
O (-1.2406, -3.9816, -2.1020)
C (-1.0158, -3.1208, -1.2173)
C (-0.7352, -3.6852, -0.0477)
C (-0.4808, -2.6793, 1.1279)
C (-0.5021, -1.3551, 0.9543)
C (-0.7394, -0.7909, -0.6224)
C (-1.0886, -1.7068, -1.5803)
H (-1.2251, -1.4142, -2.4836)
H (-0.7823, 0.4368, -0.7248)
N (-0.1789, -0.1989, 1.6961)
C (-0.6989, -0.3499, 2.8676)
O (-0.2682, 0.6020, 3.9282)
C (-2.0752, -0.9011, 3.0418)
N (-2.9167, -1.1313, 2.1056)
C (-3.1717, -0.2313, 1.2309)
O (-3.0818, 1.0476, 1.5511)
C (-3.7106, -0.3912, -0.1541)
C (-4.2065, 0.2852, -1.0706)
C (-4.6890, -0.6927, -2.2369)
C (-4.6498, -1.8203, -1.4090)
O (-4.0399, -1.7005, -0.2696)
H (-4.8384, -2.8502, -1.7397)
H (-5.0117, -0.3006, -3.3704)
H (-4.0249, 1.3245, -1.2933)
H (-2.9118, -2.2190, 1.6095)
H (-1.8507, -1.6811, 3.6288)
H (-2.7054, -0.2803, 3.9710)
C (1.1567, 0.4864, 1.6785)
C (0.9151, 1.6649, 0.4689)
C (1.5838, 1.5520, -0.7914)
C (1.3549, 2.5759, -1.6094)
C (0.2893, 3.3297, -1.4597)
C (-0.4688, 3.3559, -0.2317)
C (-0.0741, 2.6873, 0.7657)
H (-0.6507, 2.4425, 1.4745)
O (-1.4302, 4.3578, 0.1364)
C (-2.2633, 4.3441, 1.0388)
H (-1.7909, 4.6897, 2.0147)
H (-2.6252, 3.2410, 1.3182)
H (-3.1553, 5.1230, 1.0942)
O (-0.1520, 4.3803, -2.2987)
C (0.6071, 4.3766, -3.5091)
H (1.6130, 4.7884, -3.4375)
H (0.7167, 3.5414, -4.1477)
H (0.2909, 5.2416, -4.0330)
H (2.0309, 2.3880, -2.5035)
H (2.4125, 0.9429, -0.9753)
C (2.2273, -0.2891, 1.4773)
O (2.3488, -1.5166, 1.3074)
N (3.5379, 0.3928, 1.4138)
H (3.6553, 1.4153, 1.2923)
C (4.8478, -0.3702, 1.3083)
H (5.6617, 0.0686, 1.9830)
C (5.2675, -0.0351, -0.0535)
H (5.4633, 0.8531, -0.5259)
C (6.2725, -1.1070, -0.5478)
H (6.9557, -0.6370, -1.4259)
H (7.1718, -1.2839, 0.5300)
C (5.6455, -2.4516, -1.0840)
H (5.6025, -3.1028, -0.0846)
C (4.2112, -1.8599, -1.3781)
H (3.7068, -2.0969, -2.2371)
O (4.2103, -0.5663, -1.1214)
H (3.4590, -2.3727, -0.5976)
H (6.0383, -2.9690, -1.8029)
H (4.7003, -1.2225, 1.5660)
H (1.1088, 0.9709, 2.6388)
H (-0.0993, -2.8616, 2.4699)
H (-0.7163, -4.4375, 0.4336)
H (-2.4646, -3.0624, -3.3862)
H (-1.9586, -4.6538, -3.9563)

Summary:
HOMO energy = -8.2 eV
LUMO energy = 0.015 Ha
frontier orbital gap = 8.614 eV
ΔE to the lowest compared entry with this formula, charge and spin = 557.6 kcal/mol

natural (NBO) population analysis, charges in e, atoms 1 to 6: C -0.244; H 0.163; O -0.492; C 0.405; C -0.297; C -0.168



# 5
ORCA calculation (the ωB97M-V functional and the def2-TZVPD basis) on C29H33N7OSe2Ti as an isolated structure.

Element x y z (Å)
Ti (12.4681, -15.5796, 5.5680)
N (15.5086, -18.4601, 4.3616)
C (14.3931, -17.9742, 4.8780)
N (13.9486, -16.7903, 4.5046)
C (14.5337, -16.1927, 3.4247)
N (13.8848, -15.2573, 2.7720)
N (12.7583, -14.9692, 3.4422)
C (11.6522, -14.5976, 2.8254)
C (10.4606, -14.9811, 3.4928)
C (9.1148, -14.8314, 3.0408)
C (8.0752, -15.5282, 3.6425)
C (8.3895, -16.3753, 4.7238)
C (9.7099, -16.5072, 5.1244)
N (10.7178, -15.7829, 4.6079)
C (15.8604, -16.5269, 2.9851)
C (16.6863, -15.7950, 2.1021)
C (18.0029, -16.1980, 1.9201)
C (18.5105, -17.3531, 2.4916)
C (17.6956, -18.0875, 3.3669)
C (16.3562, -17.6820, 3.5558)
H (15.8359, -19.3778, 4.6302)
H (13.9274, -18.5296, 5.6739)
H (11.6564, -14.1108, 1.8607)
H (8.9176, -14.2209, 2.1680)
H (7.0610, -15.4673, 3.2750)
H (7.6535, -17.0081, 5.2460)
H (9.9720, -17.2164, 5.9127)
H (16.3546, -14.8929, 1.5705)
H (18.6460, -15.5628, 1.2852)
H (19.5566, -17.6742, 2.3641)
H (18.0960, -18.9521, 3.9282)
Se (12.7099, -13.1100, 6.1732)
C (11.1988, -12.6419, 7.2069)
C (11.2220, -11.3890, 7.8101)
C (10.1430, -10.9119, 8.5585)
C (9.0221, -11.7208, 8.7611)
C (8.9838, -12.9940, 8.1824)
C (10.0597, -13.4430, 7.4307)
H (12.0969, -10.7653, 7.6701)
H (10.2584, -9.9358, 9.0652)
H (8.2063, -11.3768, 9.3923)
H (8.1269, -13.6536, 8.3261)
H (10.0624, -14.4481, 7.0380)
C (17.5537, -12.4266, 7.0206)
N (17.8511, -13.6659, 7.6627)
C (18.8693, -13.9248, 8.5945)
C (18.7711, -15.2108, 8.9467)
N (17.6842, -15.7648, 8.2681)
C (17.2865, -17.1151, 8.4731)
C (17.1088, -14.7937, 7.4446)
Se (15.7549, -14.9347, 6.2491)
H (18.3037, -11.6650, 7.2845)
H (16.5614, -12.0449, 7.3029)
H (17.5372, -12.5556, 5.9351)
H (19.5159, -13.1396, 8.9360)
H (19.4210, -15.8328, 9.6210)
H (18.0667, -17.8665, 8.1718)
H (16.3924, -17.3355, 7.8936)
H (17.0646, -17.3076, 9.5210)
C (12.8856, -15.5256, 9.2155)
C (12.1993, -16.7329, 8.6717)
C (10.7307, -16.8684, 9.0300)
C (12.9184, -18.0500, 8.7813)
O (12.1805, -16.4188, 7.1242)
H (13.0914, -15.6542, 10.2832)
H (12.2814, -14.6360, 9.0399)
H (13.8467, -15.4165, 8.7008)
H (10.5703, -16.9652, 10.1187)
H (10.3506, -17.7582, 8.5273)
H (10.2011, -15.9801, 8.6843)
H (13.1879, -18.2688, 9.8336)
H (13.8151, -18.0069, 8.1499)
H (12.2564, -18.8541, 8.4557)

Summary:
<S²> = 2.03
2S+1 = 3
HOMO energy (alpha / beta) = -5.5 / -6.2 eV
LUMO energy (alpha / beta) = 0.003 / -0.011 Ha
frontier orbital gap (alpha / beta) = 5.543 / 5.886 eV
ΔE to the lowest compared entry with this formula, charge and spin = 29.1 kcal/mol

Mulliken population analysis, charges in e, atoms 1 to 6: Ti 0.458; N 0.072; C -0.705; N -0.067; C -0.189; N -1.197



# 6
ORCA calculation (the ωB97M-V functional and the def2-TZVPD basis) on C29H34BCl2N8NaS2 as an isolated structure.

Element x y z (Å)
Na (0.3607, 0.1548, 0.3167)
B (3.4156, -1.0895, -2.0905)
N (2.2197, -2.0694, -1.8221)
C (2.3134, -3.4014, -1.9994)
C (1.1543, -3.9894, -1.5287)
C (0.3892, -2.9027, -1.0749)
N (1.0353, -1.7529, -1.2636)
N (2.9824, 0.4081, -2.1497)
C (3.6705, 1.3758, -2.7849)
C (3.0331, 2.5828, -2.5594)
C (1.9391, 2.2404, -1.7434)
N (1.9170, 0.9302, -1.5150)
H (3.8893, -1.3749, -3.1822)
H (4.2528, -1.2394, -1.2135)
H (3.1991, -3.8355, -2.4372)
H (0.9061, -5.0389, -1.5102)
H (-0.5940, -2.9010, -0.6244)
H (4.5533, 1.1408, -3.3597)
H (3.3226, 3.5592, -2.9135)
H (1.1689, 2.8693, -1.3178)
C (3.1051, -1.0366, 2.0791)
N (1.9765, -0.1388, 1.8520)
C (1.9900, 0.9793, 2.4787)
C (1.0386, 2.0451, 2.3284)
C (1.0639, 3.2645, 3.0279)
C (-0.0144, 4.0106, 2.5450)
C (-0.6264, 3.1981, 1.5710)
N (-0.0060, 2.0209, 1.4357)
C (2.9414, -2.0239, 3.2177)
C (4.0550, -2.4628, 3.9310)
C (3.9256, -3.3903, 4.9583)
C (2.6702, -3.8838, 5.2913)
C (1.5544, -3.4397, 4.5909)
C (1.6914, -2.5196, 3.5621)
H (4.0290, -0.4698, 2.2585)
H (3.2620, -1.6038, 1.1559)
H (2.8073, 1.1947, 3.1836)
H (1.7817, 3.5491, 3.7866)
H (-0.3213, 5.0014, 2.8494)
H (-1.4975, 3.4304, 0.9696)
H (5.0361, -2.0700, 3.6787)
H (4.8040, -3.7158, 5.5053)
H (2.5630, -4.6020, 6.0966)
H (0.5624, -3.7943, 4.8486)
H (0.8167, -2.1593, 3.0402)
Cl (-2.2984, -0.6168, -0.0108)
C (-3.3968, -1.7494, 0.7454)
C (-4.3868, -2.2530, -0.0781)
C (-5.3195, -3.1571, 0.4060)
C (-5.2286, -3.5490, 1.7332)
C (-4.2288, -3.0423, 2.5417)
Cl (-4.1989, -3.6150, 4.1911)
C (-3.2427, -2.1053, 2.1107)
S (-2.0215, -1.4713, 3.1071)
H (-4.4268, -1.9288, -1.1113)
H (-6.0967, -3.5485, -0.2382)
H (-5.9354, -4.2558, 2.1494)
C (1.0554, 0.0855, -6.2152)
C (0.5221, -0.0630, -4.7990)
N (-0.4406, 1.0013, -4.4954)
C (-1.4750, 0.9239, -3.6184)
S (-1.9744, 2.2671, -2.7414)
N (-2.1233, -0.2559, -3.4667)
C (-2.3379, -1.2957, -4.4644)
C (-1.8640, -2.6714, -4.0128)
H (1.7529, -0.7237, -6.4421)
H (1.5921, 1.0320, -6.3192)
H (0.2413, 0.0712, -6.9451)
H (1.3426, -0.0165, -4.0884)
H (0.0603, -1.0305, -4.6688)
H (-0.0154, 1.9155, -4.4449)
H (-2.7720, -0.2326, -2.6952)
H (-1.8515, -0.9936, -5.3882)
H (-3.4103, -1.3399, -4.6777)
H (-0.7981, -2.6738, -3.7897)
H (-2.0708, -3.4206, -4.7832)
H (-2.3822, -2.9656, -3.0975)

Summary:
HOMO energy = -1.7 eV
LUMO energy = 0.141 Ha
frontier orbital gap = 5.521 eV
total charge = -2
ΔE to the lowest compared entry with this formula, charge and spin = 0.0 kcal/mol

Mulliken population analysis, charges in e, atoms 1 to 6: Na 0.904; B -0.104; N 0.551; C -0.594; C -0.953; C -0.883



no.,F_max (hartree/bohr),calculated total energy (Ha)
1,0.0216,-2841.31450
2,0.0613,-2129.72925
3,0.0297,-1439.50473
4,0.2694,-1890.18592
5,0.0693,-7235.76630
6,0.0179,-3467.60527